The following is a quantum chemistry calculation of C22H22N4PdS2 as an isolated structure, from OMol25.

Results
**ΔE to the lowest compared entry with this formula, charge and spin**: 11.0 kJ/mol
**Spin multiplicity**: 3
**E**: -1994.76555 Ha
**⟨S²⟩**: 2.021
**HOMO energy (alpha / beta)**: -7.226 / -7.263 eV

Structure (XYZ):
```
51
Properties=species:S:1:pos:R:3:lowdin_spin:R:1
Pd 0.09744 -0.84620 0.82786 0.93
C -2.66735 0.67555 0.43545 0.00
N -1.26345 1.10199 0.58433 0.05
C -0.76760 1.76221 -0.62152 0.00
C -0.87255 0.84783 -1.83731 0.00
N -0.21478 -0.44728 -1.61512 0.07
C 1.21835 -0.38374 -1.97699 0.00
C -0.83567 -1.57365 -2.23983 0.04
C -1.37811 -1.47058 -3.51529 0.00
C -1.92461 -2.57872 -4.14307 0.04
C -1.91718 -3.81321 -3.50161 0.00
C -1.38092 -3.92387 -2.23226 0.04
C -0.85420 -2.80627 -1.56791 0.04
S -0.36762 -3.00201 0.10033 0.44
C -1.05079 1.80559 1.83118 0.01
C -0.86673 3.18099 1.87549 0.00
C -0.64938 3.82935 3.08746 0.01
C -0.63263 3.09107 4.25950 0.00
C -0.80779 1.71323 4.21419 0.02
C -1.00927 1.03914 3.01043 0.03
S -1.16738 -0.71931 2.98789 0.26
H -3.27353 1.49544 0.02859 0.00
H -3.05479 0.38514 1.40489 0.00
H -2.73734 -0.19096 -0.21871 0.00
H 0.27004 2.05111 -0.44942 0.00
H -1.33168 2.67756 -0.84720 0.00
H -0.44306 1.36617 -2.70130 0.00
H -1.91992 0.66768 -2.06001 0.00
H 1.33920 -0.17414 -3.04764 0.00
H 1.69652 -1.33207 -1.74968 0.00
H 1.71201 0.40142 -1.40952 0.00
H -1.35971 -0.51835 -4.03251 0.00
H -2.33851 -2.48235 -5.13874 0.00
H -2.33451 -4.68506 -3.99086 0.00
H -1.38251 -4.87609 -1.71432 0.00
H -0.89509 3.76647 0.96382 0.00
H -0.49805 4.90238 3.10522 0.00
H -0.46041 3.58211 5.21025 0.00
H -0.75408 1.12459 5.12255 0.00
N 3.83885 -3.87259 0.47070 0.00
C 3.56085 -2.77395 0.66670 0.00
C 3.21104 -1.39361 0.89866 0.00
C 3.89152 -0.38318 0.26343 0.01
C 3.51489 0.94150 0.49477 0.00
C 2.45297 1.18078 1.33451 0.01
N 1.79383 0.20592 1.99693 0.00
C 2.15721 -1.06940 1.78811 0.00
H 4.70891 -0.62549 -0.40384 0.00
H 4.04641 1.76274 0.03355 0.00
H 2.10178 2.18934 1.52735 0.00
H 1.79934 -1.80523 2.49047 0.00
```



The following is a quantum chemistry calculation of C22H22N6O2Sn as an isolated structure, from OMol25.

Results
**Total charge**: +2
**ΔE to the lowest compared entry with this formula, charge and spin**: 0.0 kJ/mol
**E**: -1544.33815 Ha
**HOMO energy**: -14.368 eV

Structure (XYZ):
```
53
Properties=species:S:1:pos:R:3:nbo_charge:R:1
Sn 1.19597 -1.48428 -0.68912 1.47
C 4.52943 1.47147 0.65574 0.03
C 3.77689 0.55573 -0.06775 0.02
N 2.49259 0.35987 0.21800 -0.53
C 1.94809 1.04976 1.22251 0.19
C 2.72370 1.95287 1.94107 0.03
N 4.00148 2.16483 1.65496 -0.30
C 0.50374 0.81235 1.46266 0.18
C -0.20222 1.40294 2.49197 -0.22
C -1.56801 1.15784 2.62146 0.19
C -2.17267 0.32728 1.67942 -0.22
C -1.40897 -0.23675 0.67733 0.18
N -0.08877 -0.01439 0.58766 -0.59
C -1.97675 -1.08147 -0.40318 0.20
C -3.32693 -1.38996 -0.52933 0.03
N -3.79423 -2.09415 -1.55133 -0.30
C -2.92164 -2.51229 -2.45819 0.03
C -1.56593 -2.24087 -2.33892 0.02
N -1.10764 -1.52300 -1.31598 -0.53
C -2.35414 1.77720 3.70803 -0.10
C -3.36419 1.07770 4.35571 -0.24
C -4.06386 1.71908 5.36825 0.06
N -3.83306 2.97410 5.74330 -0.36
C -2.86891 3.63774 5.11087 0.06
C -2.09738 3.08729 4.09823 -0.24
H 5.57238 1.64052 0.41832 0.24
H 4.21894 -0.02510 -0.86813 0.22
H 2.30858 2.52588 2.75986 0.22
H 0.29343 2.03967 3.20991 0.25
H -3.23788 0.15611 1.73077 0.25
H -4.05083 -1.06023 0.20431 0.22
H -3.29891 -3.08153 -3.29849 0.24
H -0.85082 -2.61780 -3.05904 0.22
H -3.59203 0.04681 4.11525 0.22
H -4.84690 1.19464 5.90325 0.22
H -2.70154 4.66205 5.42252 0.22
H -1.34266 3.69026 3.60960 0.22
C 1.15933 1.20072 -2.55757 -0.25
O 1.36664 -0.23728 -2.55728 -0.64
C 1.65615 -0.76485 -3.89156 -0.08
C 2.67736 -1.85751 -3.78005 -0.10
O 2.20871 -2.83281 -2.85903 -0.58
C 1.92010 -4.11793 -3.42784 -0.26
H 0.36318 1.44581 -3.25820 0.21
H 2.08718 1.69570 -2.83845 0.21
H 0.86634 1.49770 -1.55498 0.20
H 2.01659 0.06557 -4.49754 0.22
H 0.71613 -1.12298 -4.31265 0.20
H 3.62841 -1.46365 -3.41292 0.20
H 2.85751 -2.28783 -4.76747 0.23
H 2.81276 -4.52876 -3.89876 0.21
H 1.11841 -4.04862 -4.16718 0.18
H 1.61684 -4.76546 -2.61004 0.21
```



The following is a quantum chemistry calculation of an isolated ion of composition C22H22NO3S2 and charge -1, from OMol25.

Results
**Total charge**: -1
**SMILES**: COc1ccc([C@H](N=[S@@](=O)([O-])c2ccc(C)cc2)Sc2ccc(C)cc2)cc1
**E**: -1928.40455 Ha
**HOMO energy**: -4.213 eV

Structure (XYZ):
```
50
Properties=species:S:1:pos:R:3:nbo_charge:R:1
C -5.76512 -3.80499 -0.88468 -0.25
O -5.64573 -2.37624 -0.91514 -0.51
C -4.41318 -1.80515 -0.93182 0.29
C -4.37546 -0.39474 -0.83713 -0.28
C -3.17313 0.25635 -0.63164 -0.17
C -1.97692 -0.47111 -0.52734 -0.08
C -0.69080 0.19277 -0.15025 -0.11
N 0.43488 -0.54634 -0.54672 -1.01
S 1.78038 0.28280 -0.82363 2.31
O 1.87157 0.83801 -2.15950 -1.00
O 2.18684 1.11173 0.29737 -1.00
C 3.00359 -1.03821 -0.87161 -0.32
C 3.50774 -1.51875 0.34155 -0.12
C 4.51548 -2.49717 0.33419 -0.24
C 5.03459 -2.98250 -0.87005 -0.04
C 6.11653 -4.03113 -0.84593 -0.62
C 4.53694 -2.48069 -2.07830 -0.23
C 3.53095 -1.50102 -2.08693 -0.17
S -0.84593 0.49867 1.72293 0.13
C -0.85107 2.23705 1.82693 -0.20
C -2.00589 3.04162 1.72257 -0.21
C -1.85930 4.43069 1.70905 -0.26
C -0.59977 5.00909 1.90259 0.06
C -0.40926 6.48087 1.66355 -0.64
C 0.48319 4.19902 2.26718 -0.24
C 0.35712 2.81714 2.25473 -0.18
C -1.98936 -1.84601 -0.72705 -0.13
C -3.19422 -2.53981 -0.91316 -0.34
H -6.84308 -3.98510 -0.89813 0.19
H -5.29564 -4.26852 -1.76943 0.17
H -5.32528 -4.22683 0.03548 0.18
H -5.31473 0.16184 -0.89014 0.21
H -3.12378 1.34269 -0.56890 0.21
H -0.61127 1.27506 -0.44128 0.20
H 3.12877 -1.12799 1.27451 0.23
H 4.89714 -2.88063 1.27955 0.20
H 6.41005 -4.31713 -1.86479 0.21
H 7.01408 -3.66586 -0.32171 0.21
H 5.78590 -4.93964 -0.31739 0.21
H 4.93881 -2.85998 -3.01948 0.20
H 3.16962 -1.10247 -3.02580 0.24
H -2.97983 2.55951 1.67377 0.22
H -2.71647 5.08009 1.50716 0.20
H 0.62150 6.77346 1.87673 0.21
H -0.62891 6.74430 0.62092 0.21
H -1.08156 7.06923 2.29485 0.20
H 1.44313 4.65452 2.51787 0.20
H 1.15498 2.14503 2.55702 0.24
H -1.01511 -2.36442 -0.75321 0.24
H -3.19300 -3.62907 -1.00935 0.21
```



Number 1: strongest force on any atom 1.51 eV/A. Number 2: strongest force on any atom 0.45 eV/A. Number 3: strongest force on any atom 2.15 eV/A.